A structure of composition C34H32ClCrF6IN6O3P, computed with wB97M-V/def2-TZVPD.

```
! RIJCOSX wB97M-V def2-TZVPD def2/J DEFGRID3
* xyz 2 6
Cr -0.4866 -0.0848 -0.3497
C -2.8098 -2.6944 2.2510
O -2.4142 -1.5137 2.9511
C -1.6592 -0.8119 2.1254
N -1.5018 -1.2605 0.9153
C -2.2861 -2.4804 0.8028
C -3.4280 -2.3512 -0.1821
C -3.9134 -1.1059 -0.5630
C -4.9858 -1.0163 -1.4335
C -5.5809 -2.1673 -1.9266
C -5.1037 -3.4116 -1.5457
C -4.0360 -3.5066 -0.6720
C -0.9348 0.3626 2.5325
C -0.9005 0.8239 3.8485
C -0.0318 1.8530 4.1671
C 0.7403 2.3979 3.1518
C 0.6048 1.9151 1.8510
N -0.2051 0.8965 1.5238
C 1.3440 2.5871 0.7888
N 1.4425 2.1653 -0.4089
C 2.0591 3.2271 -1.1900
C 2.4837 4.2654 -0.1161
O 1.9103 3.7622 1.0894
C 3.1956 2.7857 -2.0664
C 4.2408 2.0364 -1.5399
C 5.2924 1.6364 -2.3470
C 5.3199 1.9965 -3.6842
C 4.3088 2.7887 -4.2010
C 3.2524 3.1784 -3.3973
H -3.8960 -2.7834 2.2934
H -2.3515 -3.5527 2.7473
H -1.6276 -3.2967 0.4953
H -3.4633 -0.1989 -0.1704
H -5.3716 -0.0498 -1.7146
H -6.4205 -2.0956 -2.5982
H -5.5699 -4.3066 -1.9257
H -3.6691 -4.4752 -0.3691
H -1.5293 0.3649 4.5951
H 0.0622 2.2154 5.1767
H 1.4443 3.1926 3.3394
H 1.2672 3.6373 -1.8231
H 2.0796 5.2597 -0.3060
H 3.5695 4.3225 0.0066
H 4.2426 1.7883 -0.4872
H 6.1116 1.0654 -1.9332
H 6.1379 1.6839 -4.3134
H 4.3517 3.1146 -5.2282
H 2.4833 3.8187 -3.8014
Cl 0.6835 -0.4806 -7.1060
C 0.2251 0.1185 -5.5796
C 0.1585 1.4905 -5.3637
C -0.1720 2.0058 -4.1238
I -0.5935 4.0332 -3.8628
C -0.3496 1.1486 -2.9902
O -0.5363 1.5304 -1.8108
C -0.4262 -0.2711 -3.2710
N -0.8945 -1.0051 -2.2375
C -1.2590 -2.2523 -2.5043
C -1.0182 -2.8735 -3.7293
C -0.4386 -2.1631 -4.7554
C -0.1877 -0.7933 -4.5573
H 0.3402 2.1586 -6.1927
H -1.7673 -2.7915 -1.7254
H -1.2721 -3.9138 -3.8407
H -0.2275 -2.6164 -5.7102
N 4.5926 -2.7742 -1.2926
C 4.2554 -1.5598 -0.5063
C 2.9178 -0.9506 -0.9918
N 2.0203 -0.6260 0.1007
H 5.4445 -3.2303 -0.9452
H 4.7096 -2.5566 -2.2880
H 3.8002 -3.4400 -1.1816
H 5.0729 -0.8417 -0.5791
H 4.1491 -1.8711 0.5361
H 2.4084 -1.6767 -1.6248
H 3.0966 -0.0389 -1.5646
H 2.4199 0.1075 0.6744
H 1.8759 -1.4539 0.6715
F 0.4533 -2.7255 -0.4922
P 0.9790 -4.3179 -0.7391
F 2.4154 -3.8268 -0.0515
F 1.5998 -3.7458 -2.1544
F 1.5917 -5.7388 -1.0162
F 0.4222 -4.6701 0.7068
F -0.4182 -4.6600 -1.4180
*
```

The value obtained for the energy above the lowest of the compared OMol25 structures with the same formula, charge and spin is 28.3 kcal per mole. The max |F| is 0.037 Eh/bohr. The value obtained for the orbital gap (alpha / beta) is 7.456 / 6.096 eV. The total energy comes out at -4611.81883 hartree. For the highest occupied orbital energy (alpha / beta), the calculation gives -0.489 / -0.504 Eh.


A cluster of 2 separate species, C14H17N3 in total, computed with wB97M-V/def2-TZVPD.

```
! RIJCOSX wB97M-V def2-TZVPD def2/J DEFGRID3
* xyz 0 1
C 1.9470 -2.4002 0.9297
C 0.6130 -1.7755 1.1747
C 0.1549 -1.1793 2.2858
N -1.1906 -0.7341 2.1970
C -1.5559 -1.1330 0.8955
C -2.7338 -0.7373 0.2321
C -2.8110 -1.1248 -1.1185
C -1.7713 -1.8120 -1.7588
C -0.7144 -2.3025 -1.0168
C -0.5432 -1.8445 0.2770
H 2.4522 -2.6071 1.8503
H 2.5810 -1.8716 0.2265
H 1.6785 -3.3322 0.3896
H 0.7901 -0.9558 3.1249
H -1.4257 0.1637 2.5932
H -3.6318 -0.4545 0.7527
H -3.6723 -0.8318 -1.7063
H -1.8327 -1.9140 -2.8192
H 0.0970 -2.8362 -1.4949
C 2.8321 2.4920 0.2724
C 2.0418 1.3458 -0.3876
C 0.6565 1.8483 -0.6001
C -0.1004 1.6079 -1.7101
N -1.3943 2.0568 -1.3983
C -1.3253 2.5098 -0.1228
N -0.1039 2.4716 0.3610
H 2.3544 3.4625 0.2276
H 3.9120 2.3879 0.1531
H 2.8019 2.5481 1.3869
H 2.4628 0.7849 -1.1999
H 1.8341 0.4701 0.2585
H 0.0606 1.2732 -2.7115
H -2.2004 1.7313 -1.9174
H -2.2629 2.6926 0.3737
*
```

The value obtained for the energy above the lowest of the compared OMol25 structures with the same formula, charge and spin is 30.1 kcal per mole. As for the SMILES: Cc1c[nH]c2ccccc12.CCc1c[nH]cn1. The max |F| is 0.055 Eh/bohr. The value obtained for the orbital gap is 8.870 eV. The total energy comes out at -707.90777 hartree. For the highest occupied orbital energy, the calculation gives -0.295 Eh.


A structure of composition H16O8Tl, computed with wB97M-V/def2-TZVPD.

```
! RIJCOSX wB97M-V def2-TZVPD def2/J DEFGRID3
* xyz 3 1
Tl 1.4230 14.4370 10.9070
O 1.2980 12.9460 12.5710
H 0.6410 13.0340 13.2990
H 2.0260 12.5620 13.0700
O 2.1610 16.4690 10.3050
H 3.0560 16.7610 10.1320
H 1.7000 17.3130 10.4360
O 0.8440 14.8580 8.7060
H -0.0380 14.7930 8.3830
H 1.3270 15.5180 8.1630
O -0.8150 14.4480 10.7900
H -1.3800 15.1960 10.5530
H -1.3230 13.7780 11.1590
O 3.1460 13.8540 9.7590
H 3.9200 13.5250 10.2240
H 3.2570 13.6630 8.8060
O 0.8350 12.4230 9.9810
H 0.0820 11.9950 10.4100
H 1.2480 11.7100 9.4700
O 0.7770 15.7210 12.6220
H 0.0120 15.6290 13.1920
H 1.4080 16.1860 13.2030
O 3.3120 14.7920 12.3860
H 4.2150 14.6390 12.1560
H 3.4070 15.1480 13.2480
*
```

The value obtained for the energy above the lowest of the compared OMol25 structures with the same formula, charge and spin is 4.5 kcal per mole. The max |F| is 0.059 Eh/bohr. The value obtained for the orbital gap is 11.432 eV. The total energy comes out at -782.84130 hartree. For the highest occupied orbital energy, the calculation gives -0.871 Eh.


The molecule C3H8S, computed with wB97M-V/def2-TZVPD.

```
! RIJCOSX wB97M-V def2-TZVPD def2/J DEFGRID3
* xyz 0 1
C -1.1174 -0.7449 0.0175
C -0.4136 0.5378 -0.4552
C 0.8795 0.7730 0.2729
S 2.2486 -0.3178 -0.1963
H -2.0972 -0.8626 -0.4578
H -1.3288 -0.7058 1.1012
H -0.5474 -1.6874 -0.1979
H -0.2712 0.5077 -1.5382
H -1.0868 1.3932 -0.2638
H 1.2773 1.7780 0.0563
H 0.6910 0.7588 1.3383
H 1.7660 -1.4299 0.3232
*
```

The value obtained for the energy above the lowest of the compared OMol25 structures with the same formula, charge and spin is 0.0 kcal per mole. As for the SMILES: CCCS. The max |F| is 0.019 Eh/bohr. The value obtained for the orbital gap is 10.119 eV. The total energy comes out at -517.28058 hartree. For the highest occupied orbital energy, the calculation gives -0.334 Eh.


A structure of composition C13H26N6O6STm, computed with wB97M-V/def2-TZVPD.

```
! RIJCOSX wB97M-V def2-TZVPD def2/J DEFGRID3
* xyz 1 3
O -0.6952 -0.8601 -3.9217
H -0.7442 -1.5107 -4.6451
Tm 1.1656 0.2257 -0.1980
N 2.0203 -1.7092 -1.3548
N -0.2861 -1.7043 -0.4501
N 1.0457 2.6389 -0.4881
N -0.8157 1.2207 0.5578
O 3.2181 -1.5407 -1.7399
O 1.9060 3.5425 -1.1948
O -1.8662 0.4857 1.0213
O -1.5543 -1.6793 -0.0484
C 0.1093 -2.9179 -0.9605
C 1.4174 -2.9267 -1.5015
C 0.1148 3.3366 0.1822
C -0.9457 2.5551 0.7571
C 2.0854 -4.1218 -2.0909
H 2.0648 -4.0955 -3.1915
H 1.5531 -5.0299 -1.7788
H 3.1252 -4.1905 -1.7483
C -0.7918 -4.0976 -0.8359
H -1.7707 -3.8895 -1.2980
H -0.9492 -4.3180 0.2349
H -0.3463 -4.9789 -1.3111
C 0.1203 4.8209 0.3055
C -2.0594 3.1411 1.5401
H 0.7874 5.2947 -0.4231
H 0.4299 5.1043 1.3246
H -0.9044 5.1948 0.1768
H -2.7538 2.3437 1.7965
H -2.5818 3.9062 0.9610
H -1.6893 3.6038 2.4613
H 2.3900 3.0312 -1.8960
H -1.7468 -0.4812 0.5098
C -1.9546 -0.2084 -3.9252
H -2.5969 -0.5449 -4.7572
H -1.7315 0.8658 -4.0275
H -2.4053 -0.4564 -2.9466
O 1.0973 0.6862 -2.3504
H 0.7046 -0.0174 -2.9595
H 1.2322 1.4843 -2.8814
C 0.1128 -2.0197 3.2225
N 0.2688 -0.5749 3.3164
C -0.4764 0.2654 4.1143
C -0.0741 1.5411 3.8670
N 0.9425 1.4495 2.9375
C 1.2120 0.1424 2.6459
S 2.5966 -0.4607 1.8208
H -0.4758 -2.2873 2.3338
H 1.1011 -2.4888 3.1460
H -0.4127 -2.3660 4.1178
H -1.2269 -0.1192 4.7822
H -0.4118 2.4784 4.2735
H 1.4458 2.2365 2.5178
*
```

The max |F| is 0.077 Eh/bohr. The value obtained for the orbital gap (alpha / beta) is 4.459 / 4.497 eV. The total energy comes out at -2773.98829 hartree. For the highest occupied orbital energy (alpha / beta), the calculation gives -0.327 / -0.328 Eh.


> Which of these has the lowest max |F|?

C3H8S